# 1
Molecular formula: C26H61O21P5S
Method: DFT, ωB97M-V with the def2-TZVPD basis set

- LUMO (Eh) = -0.0922
- SMILES = CCCO[C@H]1C(=O)O[C@@](CCP(=O)(OCC)OCC)(S(C)(=O)=O)[C@]1(CCC)[PH2]=O.COP(=O)(OC)OC.COP(=O)(OC)OC.COP(=O)(OC)OC
- orbital gap (eV) = 7.4001

Structure (XYZ):
```
114
Properties=species:S:1:pos:R:3:forces:R:3:mulliken_charge:R:1
H -0.78162 5.80237 2.73352 -0.075 -0.700 0.280 0.44
H 1.10123 -1.09508 5.44523 0.070 0.135 0.034 0.06
P 4.09164 -4.26984 -5.28615 -3.842 -0.063 -8.421 1.02
C 3.20735 -6.21219 -6.82589 -0.467 -0.392 0.201 -0.65
H 0.76066 4.31540 0.60317 0.216 0.672 0.147 0.10
C -2.69242 -1.48948 1.10313 -0.565 -1.364 -0.032 1.26
H -1.00067 8.30341 -3.79109 0.112 -0.066 -0.129 0.25
C -4.11287 -1.09775 0.58133 0.661 1.056 -0.501 -1.90
C 2.78393 6.06680 -5.84998 0.052 0.100 -0.177 -0.70
O -1.69149 3.39308 5.36024 0.786 -0.230 -1.800 -0.39
O 4.26016 -5.73422 -5.99574 0.965 -0.050 0.577 -0.35
C -0.54395 4.84890 2.22806 1.519 1.457 -1.625 -0.03
H -0.80972 5.17418 5.90399 -0.451 -0.246 -0.244 0.34
H -0.22058 1.00293 3.35859 -0.558 0.225 0.004 0.37
C -0.77678 7.31355 -3.39453 -0.559 -0.277 0.127 -0.63
H -1.95090 5.37940 4.56633 -0.087 -0.627 0.178 0.20
O 1.52706 -2.84425 6.48866 -1.542 1.161 -2.766 -0.37
O 0.68676 -4.90652 3.98604 -0.587 3.513 -0.177 -0.41
O -4.58723 -3.13662 2.39750 0.310 0.365 0.105 -0.74
H -2.41947 -3.95975 2.28153 0.481 0.766 0.125 0.04
H -2.24086 -2.63423 -4.06227 0.403 0.159 0.207 0.43
H -0.38838 7.41789 -2.38120 0.145 -0.098 -0.064 0.29
H 7.64731 -3.78983 -5.56254 -0.089 0.004 -0.071 0.24
H 3.17010 -4.97614 -2.53939 -0.096 -0.101 0.099 0.30
H 0.31122 -4.76919 1.96235 0.052 -0.076 0.095 0.31
H -0.14084 -2.20366 -1.91074 -0.537 -0.079 0.421 0.24
O 5.61680 -3.84363 -5.90316 0.467 -0.264 3.792 -0.26
C 3.49778 -4.87530 6.18915 0.359 0.331 0.362 -0.72
P 1.13182 -4.06601 5.38370 2.545 -6.392 4.428 1.19
O 2.70209 -4.40932 5.10381 -0.403 0.217 -0.911 -0.34
C -0.39795 -1.96398 0.74451 -0.533 0.010 0.804 0.23
C 6.73909 -4.06609 -5.03126 0.201 -0.052 -0.073 -0.69
P 1.36584 5.80100 -3.60986 -2.145 7.255 4.976 0.98
C 2.77791 -5.57885 -3.36034 -0.147 -0.187 0.022 -0.77
H 0.28910 -2.22628 -4.65545 -0.337 0.397 -0.062 0.28
H -4.64316 -1.95026 0.12533 0.469 0.135 0.513 0.57
P -1.59202 3.03322 3.75225 -0.511 0.085 0.394 0.84
O 2.64279 -4.77385 -4.54181 2.266 0.411 2.709 -0.23
O 0.24118 4.79976 -2.83124 1.645 -1.963 -2.214 -0.12
C -1.78784 4.82668 5.50706 0.313 1.148 1.397 -0.06
H -0.84379 4.15589 -4.50861 0.018 0.048 0.036 0.39
C -5.60948 0.19202 -0.98043 0.573 0.215 -0.097 -1.58
H -1.31414 0.86918 4.72293 0.047 0.197 -0.537 0.50
H -2.19403 -1.06693 -3.21951 0.173 -0.546 -0.136 -0.02
H -1.18416 3.34083 -2.96743 0.075 0.007 0.041 0.18
H 0.24379 -0.78436 -3.60951 -0.331 -0.372 -0.275 0.25
C 1.94609 -1.59041 5.92759 0.206 0.149 0.064 -0.48
H 0.32779 2.98767 -3.83347 -0.164 -0.129 0.001 0.31
H -2.79024 6.34228 6.63234 -0.070 -0.480 -0.007 0.36
H -1.33331 4.62792 1.49435 0.035 -0.282 0.746 0.23
O -2.86038 3.44257 3.13315 0.188 -0.149 -0.320 -0.76
C -1.16468 -2.57023 -2.09881 0.028 0.164 -2.230 -0.52
O -0.55418 -1.17328 1.92300 -0.952 0.049 -0.741 -0.26
H 2.61128 -6.94304 -6.27571 -0.063 0.016 -0.068 0.24
O 3.37091 -3.30004 -6.17574 0.282 0.478 1.133 -0.65
C -2.32856 0.41598 2.85208 0.145 -0.376 0.066 -1.02
H -2.73400 4.78995 7.50206 -0.213 -0.004 -0.479 0.31
C -1.26308 1.21070 3.66717 0.103 0.290 0.835 -1.08
H 4.11172 -4.05630 6.56911 -0.003 -0.039 0.061 0.24
H -1.98443 -3.50394 0.26094 0.589 0.507 0.714 0.72
H -1.69930 6.73000 -3.36986 -0.020 0.048 0.083 0.23
H 1.79281 -5.95309 -3.08730 -0.012 0.075 -0.071 0.25
H -0.70154 -0.74811 -5.09394 0.187 -0.627 0.166 0.38
H 1.63319 4.83506 2.05212 -0.235 0.522 -0.270 0.29
S -1.06189 0.90285 0.49735 -0.172 3.347 -3.362 1.51
H 6.65060 -3.44341 -4.13765 0.152 -0.007 -0.012 0.31
C -0.36959 -1.42216 -4.28171 -0.081 0.027 0.416 -1.19
H 0.83418 6.09375 0.97417 0.033 -0.457 0.153 0.43
H 2.89185 -5.27886 7.00034 -0.136 0.057 -0.104 0.36
H -2.83957 -0.25138 3.57139 0.314 0.129 -0.585 0.85
H -2.79762 -2.28437 3.76911 0.376 0.000 -0.321 0.10
C 0.56081 -4.11290 2.79478 0.165 -0.147 -0.125 -0.24
H 3.65431 -6.70513 -7.68855 0.160 0.044 0.105 0.25
H 3.29454 5.11356 -5.69364 0.064 0.043 -0.136 0.31
H -4.68259 -0.76351 1.47243 0.062 -0.332 -0.533 0.60
C 0.70802 1.24965 0.81710 0.298 -0.351 0.376 -0.94
H 1.49885 -3.59740 2.57543 -0.043 -0.002 -0.137 0.41
C -1.74089 -0.39075 1.65456 -0.368 -0.280 1.159 -0.42
H 2.56019 -5.40704 -7.17423 0.105 0.110 0.117 0.33
O 2.45359 6.66555 -4.58441 0.065 -3.597 -1.189 -0.28
O -1.14311 0.53095 -0.90776 0.701 -1.715 0.841 -0.46
H -6.32057 0.45795 -0.17880 0.248 -0.223 -0.329 0.34
O -2.13238 -2.12622 -1.15370 1.374 -0.154 0.398 -0.14
H -1.12091 -3.67349 -2.22435 -0.150 0.336 0.605 0.33
H -5.91489 -0.75655 -1.46533 0.045 0.456 0.335 0.36
C -0.39751 3.76538 -3.58913 -0.259 -0.158 0.009 -0.75
O 1.85560 6.40355 -2.32688 0.580 -1.104 -0.391 -0.65
H 3.43953 -6.43097 -3.54272 -0.027 -0.004 0.013 0.36
H 1.27582 0.35060 1.10311 -0.277 0.351 -0.177 0.16
H -3.88970 5.05487 6.09075 0.451 -0.149 0.398 0.29
H -3.13582 1.05570 2.44091 0.659 -0.047 0.146 0.55
H 2.31319 -0.96053 6.73540 -0.062 -0.091 0.044 0.29
H -3.50776 -0.09104 -1.33232 0.034 -0.077 0.657 -0.08
H 4.15492 -5.65947 5.81505 -0.088 0.050 -0.142 0.24
O 0.70376 -2.17793 0.41078 1.150 -0.762 -0.839 -0.53
C -1.78635 -2.41273 0.18409 -1.336 1.368 -0.252 -0.85
H -0.23781 -3.38073 2.92146 0.045 -0.002 -0.084 -0.14
H 2.75174 -1.73780 5.20220 -0.010 0.010 0.019 0.33
O 0.15845 6.68929 -4.26639 0.357 -0.278 -0.896 -0.37
O -0.25832 3.76525 3.13918 -1.659 -0.528 0.614 -0.39
H 6.80089 -5.11845 -4.74207 0.104 0.008 -0.027 0.30
C -1.58891 -1.96135 -3.48092 0.214 0.893 0.576 -0.02
C -2.88578 5.24528 6.51056 0.307 0.203 -0.596 -1.27
C -4.14148 0.06684 -0.44860 -1.167 0.091 -0.061 0.73
O 0.50825 -4.99768 6.36785 -0.443 1.019 -0.579 -0.72
C 0.77479 5.08338 1.40324 -0.763 -1.268 0.442 -1.08
H 1.88332 5.90805 -6.44879 0.052 0.045 -0.073 0.30
H 1.07817 1.64034 -0.14952 -0.486 -0.376 0.319 0.43
H 3.45198 6.73883 -6.38433 -0.039 0.051 0.097 0.24
H 0.83427 2.06059 1.55484 -0.405 -0.512 -0.123 0.19
P -3.15346 -2.75055 2.47653 -1.275 -0.710 0.139 0.66
O -1.72663 2.18757 0.64168 0.122 -0.608 1.602 -0.61
H -3.86158 1.02192 0.04133 -0.013 -0.483 -0.359 0.02
H -5.64787 0.98419 -1.75324 -0.069 -0.354 0.407 0.42
```
Forces are in eV/Å.

=====

# 2
Molecular formula: C26H62BaCl6NO19P4
Method: DFT, ωB97M-V with the def2-TZVPD basis set

- charge = +1
- LUMO (Eh) = -0.0696
- orbital gap (eV) = 10.0929

Structure (XYZ):
```
119
Properties=species:S:1:pos:R:3:forces:R:3:mulliken_charge:R:1
H -4.45780 -5.26911 4.46156 1.099 0.370 0.145 0.35
H -0.01294 -4.23896 6.52400 -0.060 0.600 0.777 0.36
H -2.69660 -5.03738 2.60488 -0.188 -0.371 0.194 0.27
O 0.50280 1.52219 5.91439 0.632 0.570 0.062 -0.33
O -3.12041 -3.15110 3.28704 0.363 0.153 0.145 -0.26
Cl -1.82191 4.79648 2.20762 0.203 0.061 0.178 -0.10
C 0.56069 1.61778 8.29118 -0.977 -1.263 2.573 -1.14
H -0.11468 2.81689 -3.99735 -0.800 0.155 -0.154 0.49
C 5.91241 7.98665 -2.97437 -0.231 -0.443 0.711 -1.07
Cl -2.98448 2.83396 -0.14559 0.127 0.722 -0.045 -0.13
H -1.23923 -3.05838 6.98551 -1.314 0.101 0.064 0.31
C 2.74774 0.45214 3.86093 1.200 -0.180 -1.240 0.24
O 3.80185 6.19065 -5.02621 -0.827 -0.085 0.750 -0.72
H 5.56375 8.74101 -2.26447 0.403 -0.107 0.194 0.29
H 2.94083 -6.20186 -4.25458 0.525 -0.926 0.401 0.44
C -5.15671 -3.15016 -0.83783 0.244 -0.742 0.904 -1.49
H -4.50903 -5.38810 -6.82245 -0.070 0.896 0.851 0.37
H -3.37249 -4.48177 5.65566 0.368 0.078 -0.650 0.28
H -5.59746 -2.98393 -1.80444 0.568 0.452 -0.687 0.37
H 1.13423 1.95515 9.19994 -0.564 -0.228 -0.944 0.37
O 2.30947 4.93170 -3.17163 -0.561 1.076 -1.041 -0.13
O 0.13599 -0.88600 6.31834 0.667 0.704 -0.990 -0.29
H 1.14894 4.74750 -4.89398 -0.254 0.227 0.187 0.36
O 2.07892 -0.29990 4.88786 -0.051 0.135 0.492 -0.20
H 4.69912 -0.58935 3.70882 0.739 0.454 -0.065 0.42
H 0.09743 -2.47857 4.95972 -0.191 0.258 0.377 -0.21
C 0.61470 9.04287 -2.62143 -1.405 -1.361 -0.615 -1.17
H 5.83268 6.31962 -1.49416 -0.004 0.235 -1.388 0.26
H 0.24811 9.49787 -1.68479 0.521 0.500 -0.715 0.36
H -0.36114 -2.88824 -0.04485 0.182 1.332 -2.506 -0.11
O -0.13743 -4.89459 -4.60960 1.228 -0.077 -0.003 -0.27
C -0.29674 -1.66116 -3.55749 -0.162 -0.683 -2.412 0.23
C -3.64050 -3.11741 -0.64793 -0.120 -0.028 1.288 0.85
C 5.50265 6.58040 -2.54390 -0.417 -0.356 0.268 -0.26
H 0.56217 3.14980 -2.35669 -0.206 0.081 -0.625 0.10
C -2.61923 -4.47910 3.53558 0.242 0.417 0.852 0.30
C 1.56239 7.94132 -2.30359 1.258 -0.043 -0.297 0.00
H -5.62474 -4.08198 -0.52691 0.552 -0.489 0.065 0.38
H -0.13186 3.69294 1.08191 0.318 0.175 -0.130 -0.35
H 5.84736 5.85302 -3.31136 -0.054 0.302 0.764 0.32
O -2.53018 -4.65299 -4.22326 -0.817 -0.646 0.292 -0.20
H 1.98647 0.72639 3.11753 0.328 0.195 0.174 -0.01
O 2.02810 7.39337 -3.56790 0.097 0.393 -0.405 -0.22
H 0.66055 -1.77279 -4.13107 -0.507 0.526 0.972 0.37
C 1.00404 4.66256 -3.80911 1.588 -0.492 -0.615 -0.29
H 3.18725 1.34960 4.34456 -0.219 -0.444 -0.439 0.27
H -1.14828 -0.05788 -4.82071 -0.512 -0.443 0.174 0.49
H -2.88424 -6.04775 4.87002 -0.689 1.001 0.192 0.38
H -0.94036 -4.23993 0.80816 0.804 0.170 0.119 0.46
H 3.46638 -1.36670 2.80017 -0.334 0.147 0.213 0.25
Cl 0.45233 3.36039 3.33510 -0.249 -0.229 -0.025 -0.07
O 1.23823 -0.36508 -1.33247 -0.606 -0.163 -0.209 -0.59
H 0.19294 -3.10388 8.00213 -0.125 -0.358 -0.878 0.36
H -2.00669 1.84743 -2.02824 0.993 -0.300 0.029 -0.85
H 2.46212 -4.96837 -5.25372 -0.251 0.618 -1.373 0.34
H -2.30740 -4.54747 -6.32479 0.196 -0.529 0.675 0.29
C -4.31989 -4.99330 -5.78559 1.325 -2.454 -0.663 -1.30
H 2.59741 -4.60295 -3.54632 -0.698 -1.122 -0.852 0.23
H 1.03254 7.17575 -1.80238 -0.312 -1.040 0.844 0.23
C 3.84746 -0.38080 3.09104 -2.411 -0.333 1.388 -1.33
O 4.04351 6.43554 -2.42808 0.216 0.140 -0.940 -0.28
H -0.21868 -1.81585 -2.50311 0.390 -0.446 0.455 -0.44
O -3.20962 -0.98742 2.11133 -0.223 0.122 -0.352 -1.16
H 1.65363 2.89580 6.99204 -0.185 -1.684 -0.186 0.28
H 1.50030 -2.39910 5.93401 0.866 0.130 0.307 0.32
C 0.44518 -2.24807 5.98678 -0.847 -1.332 -0.405 0.42
H -4.54963 -3.98503 -5.59969 -0.656 1.289 -0.224 0.34
C -0.37233 -3.29486 0.88972 -0.382 -1.080 3.453 0.21
C -0.12697 4.32583 1.96359 -0.069 0.119 0.181 0.63
H 0.22124 5.30202 -3.46059 -0.175 0.879 0.225 0.29
Cl -3.62000 3.11744 -3.03882 0.009 -0.029 0.535 -0.13
C 1.33409 1.79976 7.08272 1.963 1.088 -0.837 -0.10
H -0.41644 0.38796 -3.30805 -0.112 0.320 0.219 -0.24
Cl -3.89387 0.64345 -1.60399 -1.269 -1.967 -0.020 -0.04
O -0.67938 0.43380 -0.68088 -0.206 -0.325 0.154 -0.44
H 1.03987 -3.97897 2.42115 -0.118 -0.762 0.802 0.45
O 0.90934 0.01089 0.73238 -0.491 -0.041 1.056 -0.66
Ba -1.41307 0.74670 1.88984 -0.046 0.252 -0.315 1.96
H -0.27473 8.50442 -3.04809 0.525 0.773 0.145 0.25
H -0.37469 2.15827 8.22114 -0.183 0.257 0.215 0.32
C 0.98798 -3.31741 1.59687 1.148 0.228 -2.414 -1.22
O -3.32837 -3.32657 0.82931 -0.478 0.610 0.218 -0.38
P -2.74867 -2.38745 1.98151 -1.126 -1.587 -1.629 0.68
H -3.17008 -2.16949 -0.87372 -0.116 0.223 -0.467 -0.27
P 3.10706 6.24443 -3.73007 0.488 -0.473 1.928 0.56
C 0.85119 -5.85965 -4.14066 -1.960 -1.696 -2.172 -0.15
P 0.60670 0.15881 5.19390 -1.045 -1.544 0.623 -0.15
H -1.56278 -4.45725 3.85597 -0.168 0.427 -0.472 -0.01
O -0.96201 -4.25837 -2.18181 -0.144 -0.738 -1.043 -0.49
C -2.80524 -5.16241 -5.54499 -0.646 -0.267 -0.528 -0.07
C -3.00546 2.05172 -1.74523 0.099 1.571 -0.588 1.05
O -1.14461 -2.69429 -4.17133 -0.034 -0.071 0.557 -0.32
C -3.37991 -5.03985 4.70579 -0.909 -2.367 -0.143 -1.36
H 0.56713 -6.74294 -4.85353 1.152 1.210 1.382 0.23
P -1.15287 -4.20245 -3.65730 -0.048 2.397 0.520 0.57
H -1.95741 -0.51232 -3.15182 0.325 0.634 -1.054 -0.04
O -0.22909 0.18332 3.96750 0.180 -0.117 0.541 0.26
H 2.42772 8.25941 -1.70583 -0.182 -0.135 -0.239 0.32
H 1.06314 9.59586 -3.44581 -0.290 0.881 0.548 0.33
H 1.80214 -3.59365 0.85081 -1.090 -0.097 0.796 0.38
H 3.94445 0.12547 2.16132 0.986 0.592 -0.609 0.42
Cl 0.93742 5.69766 1.77142 -0.178 0.034 -0.294 -0.10
C -1.04341 -0.36552 -3.77693 0.527 -0.138 0.887 -0.20
H 2.20753 1.09382 7.11639 -0.504 0.900 -0.460 0.27
N 0.48583 -0.01481 -0.44757 1.454 0.676 -0.746 0.98
H -3.09114 -3.92219 -1.10191 0.104 -0.168 -0.386 0.09
C 2.26044 -5.38813 -4.31013 0.260 1.341 2.090 -1.21
H -5.57555 -2.47114 -0.13749 -0.456 1.093 0.437 0.38
H 6.99424 7.99213 -3.11649 -0.036 0.271 0.201 0.37
H 1.34006 -2.33011 1.91281 -0.649 0.078 -0.029 -0.03
C -0.19842 -3.22908 6.96431 1.471 0.065 -0.227 -1.34
H 0.30053 0.53305 8.44704 0.260 1.043 -0.115 0.22
H -2.51137 -6.24634 -5.59338 -0.052 1.129 -0.041 0.23
C 0.70144 3.25845 -3.45682 -0.948 -0.218 1.593 -1.16
O -1.20890 -2.43220 1.76804 0.800 0.690 -0.011 0.43
H -4.87909 -5.64527 -5.11806 -0.073 0.101 0.183 0.31
H 1.50854 2.64613 -3.68152 1.765 -1.080 -0.477 0.41
H 0.48206 -6.12844 -3.16369 0.762 -0.248 0.604 0.36
H 5.45333 8.25601 -3.90282 -0.236 -0.123 -0.779 0.32
```
Forces are in eV/Å.

=====

| no. | DFT total energy (Eh) | strongest force on any atom (eV Å⁻¹) |
| --- | --- | --- |
| 1 | -4712.097524 | 9.257 |
| 2 | -6664.435826 | 3.638 |